[1]
ORCA calculation (ωB97M-V/def2-TZVPD) on an isolated molecule of C11H12O.

Properties
SMILES: C=C1C[C@@]1(OC)c1ccccc1
Energy relative to the best compared isomer or geometry (same formula, charge and spin) in eV: 4.449
Multiplicity: 1
LUMO level in Eh: 0.0295
Calculated total energy in a.u.: -501.41441

XYZ file:
```
24
C11H12O, DFT ωB97M-V/def2-TZVPD
C -2.74793 1.60322 0.53106
C -1.91428 0.74192 -0.13103
C -1.65075 0.27676 -1.54469
C -0.72091 -0.57405 -0.62149
O -1.18534 -1.82075 -0.27453
C -1.50483 -2.06165 1.08542
C 0.64883 -0.18255 -0.30652
C 0.96376 1.07485 0.23626
C 2.22205 1.49606 0.42854
C 3.27357 0.72166 -0.01155
C 3.06346 -0.59342 -0.30719
C 1.75097 -1.08913 -0.40888
H -3.45362 2.29523 0.13681
H -2.47281 1.70429 1.59007
H -1.00136 0.91654 -2.12298
H -2.35152 -0.35917 -2.06990
H -1.55980 -3.09012 1.18960
H -2.56445 -1.61087 1.24765
H -0.75421 -1.45905 1.61875
H 0.12973 1.63813 0.59328
H 2.43850 2.55654 0.73546
H 4.18675 1.14095 -0.28147
H 3.83041 -1.16150 -0.71373
H 1.37379 -2.16389 -0.59894
```

natural (NBO) atomic charge list, values in e, 2 entries: atom 1 (C): -0.4475, atom 2 (C): -0.0348

[2]
ORCA calculation (ωB97M-V/def2-TZVPD) on a cluster of 2 separate species, C11H13BBrF4O5 in total.

Properties
Multiplicity: 1
LUMO level in Eh: 0.0338
Net charge: -1
Calculated total energy in a.u.: -3801.85060

XYZ file:
```
35
C11H13BBrF4O5, DFT ωB97M-V/def2-TZVPD
C -2.10566 1.42233 0.23309
C -2.45755 -0.07159 0.13262
C -1.19079 -0.92009 0.13756
Br -1.58000 -2.80995 -0.21918
C -0.34960 -0.86416 1.37495
C 0.95333 -1.15823 1.51380
C 2.00417 -1.64284 0.57107
C 1.99666 -1.07781 -0.85460
C 3.28112 -1.46802 -1.60282
C 4.44652 -0.49132 -1.54187
O 5.53876 -0.78263 -1.94687
O 4.18827 0.77963 -1.09867
C 1.30299 -0.95736 2.95317
O 2.39035 -0.81887 3.43267
O 0.13781 -0.86450 3.66766
C -0.86416 -0.51964 2.74301
O -1.86457 0.00449 3.09909
H -2.83811 1.93902 0.84760
H -2.12370 1.89886 -0.74728
H -1.11698 1.60313 0.67195
H -2.93606 -0.23646 -0.83596
H -3.15298 -0.38217 0.91058
H -0.59594 -0.59633 -0.71623
H 1.90951 -2.73570 0.50692
H 2.98095 -1.46014 1.03614
H 1.84759 0.00301 -0.86610
H 1.15683 -1.51231 -1.40391
H 3.06303 -1.60692 -2.66470
H 3.67602 -2.41103 -1.21805
H 3.79400 0.74560 -0.21612
B -4.30639 3.40688 -1.58372
F -5.39507 4.18262 -2.00766
F -3.95763 3.73801 -0.25582
F -4.64172 2.03139 -1.63220
F -3.19100 3.63314 -2.42013
```

natural (NBO) atomic charge list, values in e, 2 entries: atom 1 (C): -0.6185, atom 2 (C): -0.4321

Calculated max |F| in order - 0.094, 0.013 hartree/bohr